--- w ---
C44H121N11O11 | ωB97M-V/def2-TZVPD

Computed properties:
Gap between HOMO and LUMO (hartree): 0.33424
Multiplicity: 1
SMILES: COC[C@H](C)N.COC[C@H](C)N.COC[C@H](C)N.COC[C@H](C)N.COC[C@H](C)N.COC[C@H](C)N.COC[C@H](C)N.COC[C@H](C)N.COC[C@H](C)N.COC[C@H](C)N.COC[C@H](C)N

Each line ends with the Mulliken charge.
Geometry (Å):
C1 11.136 -1.921 4.725  -1.37
C2 12.173 -2.243 5.853  0.39
C3 11.543 -2.861 7.109  -0.63
O1 12.364 -2.820 8.222  -0.33
C4 11.607 -3.153 9.367  -0.83
N1 13.191 -3.110 5.211  -0.78
H1 11.738 -1.490 3.925  0.37
H2 10.327 -1.214 4.912  0.38
H3 10.832 -2.921 4.416  0.29
H4 12.694 -1.314 6.084  0.35
H5 11.428 -3.940 7.008  0.26
H6 10.508 -2.531 7.192  0.39
H7 12.031 -2.761 10.292  0.29
H8 11.489 -4.229 9.497  0.33
H9 10.554 -2.877 9.405  0.33
H10 12.946 -4.080 5.071  0.25
H11 13.820 -3.139 6.000  0.30
C5 9.633 -9.701 4.481  -1.41
C6 9.329 -9.561 3.023  0.68
C7 7.872 -9.234 2.875  -0.96
O2 7.427 -9.355 1.528  -0.32
C8 6.204 -8.636 1.308  -0.69
N2 10.146 -8.498 2.485  -0.67
H12 10.655 -10.026 4.676  0.38
H13 8.946 -10.469 4.837  0.36
H14 9.479 -8.833 5.122  0.33
H15 9.497 -10.526 2.544  0.23
H16 7.911 -8.243 3.327  0.39
H17 7.181 -9.863 3.437  0.41
H18 5.514 -9.002 2.069  0.30
H19 5.938 -8.877 0.279  0.23
H20 6.401 -7.566 1.369  0.29
H21 11.107 -8.801 2.556  0.23
H22 9.827 -8.308 1.545  0.23
C9 2.252 6.158 -8.032  -1.38
C10 1.341 4.980 -8.215  0.56
C11 2.178 3.661 -7.789  -0.68
O3 3.362 3.582 -8.496  -0.37
C12 3.357 3.112 -9.840  -0.66
N3 0.194 5.250 -7.378  -0.76
H23 3.162 5.992 -8.609  0.31
H24 2.386 6.432 -6.986  0.33
H25 1.751 7.001 -8.510  0.43
H26 1.023 5.063 -9.255  0.15
H27 1.628 2.727 -7.902  0.41
H28 2.478 3.632 -6.741  0.29
H29 2.803 2.181 -9.723  0.31
H30 4.361 2.953 -10.234  0.24
H31 2.570 3.640 -10.379  0.28
H32 -0.149 6.176 -7.591  0.28
H33 0.356 5.396 -6.392  0.27
C13 -9.632 2.048 -7.189  -1.46
C14 -8.909 2.690 -5.921  0.42
C15 -7.453 2.783 -6.121  -0.63
O4 -6.974 1.502 -6.109  -0.30
C16 -5.630 1.388 -6.520  -0.74
N4 -9.458 4.058 -5.826  -0.68
H34 -10.721 2.107 -7.186  0.38
H35 -9.314 1.009 -7.278  0.36
H36 -9.342 2.451 -8.160  0.39
H37 -8.994 2.107 -5.003  0.25
H38 -6.828 3.320 -5.407  0.41
H39 -7.212 3.034 -7.154  0.26
H40 -5.435 1.740 -7.533  0.30
H41 -5.208 0.392 -6.386  0.24
H42 -5.110 2.045 -5.822  0.30
H43 -8.859 4.726 -5.363  0.24
H44 -9.654 4.457 -6.733  0.25
C17 -7.268 1.689 4.945  -1.19
C18 -7.253 1.408 6.482  0.15
C19 -5.784 1.521 7.078  -0.68
O5 -5.260 2.765 6.644  -0.26
C20 -3.952 3.100 7.126  -0.76
N5 -8.101 2.382 7.243  -0.76
H45 -6.595 0.927 4.552  0.29
H46 -6.882 2.703 4.845  0.29
H47 -8.243 1.605 4.466  0.38
H48 -7.556 0.370 6.620  0.39
H49 -5.211 0.625 6.839  0.42
H50 -6.047 1.465 8.134  0.35
H51 -3.307 2.284 6.799  0.31
H52 -3.878 3.202 8.208  0.29
H53 -3.714 4.070 6.687  0.22
H54 -8.999 2.453 6.786  0.27
H55 -7.741 3.249 6.868  0.29
C21 -4.880 -5.614 6.353  -1.52
C22 -4.119 -5.206 5.157  0.45
C23 -2.635 -5.477 5.277  -0.66
O6 -1.902 -5.103 4.038  -0.33
C24 -0.448 -4.980 4.148  -0.71
N6 -4.829 -5.782 3.984  -0.71
H56 -4.775 -6.647 6.684  0.35
H57 -5.944 -5.438 6.195  0.38
H58 -4.541 -4.936 7.137  0.39
H59 -4.225 -4.122 5.119  0.28
H60 -2.508 -6.547 5.438  0.30
H61 -2.254 -5.002 6.181  0.37
H62 -0.006 -5.744 4.789  0.31
H63 -0.246 -3.991 4.560  0.28
H64 0.045 -5.011 3.176  0.24
H65 -4.323 -5.498 3.158  0.31
H66 -4.602 -6.757 4.116  0.29
C25 -11.126 -2.485 -1.277  -1.46
C26 -10.149 -3.586 -0.979  0.56
C27 -9.000 -3.478 -2.099  -0.70
O7 -8.003 -4.473 -1.876  -0.31
C28 -7.010 -4.663 -2.791  -0.81
N7 -9.711 -3.426 0.428  -0.67
H67 -11.761 -2.222 -0.431  0.41
H68 -11.799 -2.885 -2.036  0.36
H69 -10.701 -1.553 -1.648  0.34
H70 -10.692 -4.530 -1.031  0.22
H71 -8.541 -2.494 -1.999  0.28
H72 -9.402 -3.489 -3.112  0.43
H73 -6.626 -5.671 -2.626  0.28
H74 -6.082 -4.091 -2.773  0.28
H75 -7.491 -4.816 -3.757  0.34
H76 -9.362 -2.560 0.814  0.21
H77 -8.990 -4.104 0.632  0.24
C29 -7.967 8.269 -1.130  -1.55
C30 -8.397 9.706 -1.017  0.54
C31 -9.838 9.925 -1.583  -0.76
O8 -9.878 9.958 -3.019  -0.31
C32 -11.134 10.405 -3.580  -0.81
N8 -8.234 10.271 0.282  -0.73
H78 -6.992 8.099 -0.671  0.38
H79 -7.807 7.908 -2.145  0.37
H80 -8.662 7.487 -0.825  0.35
H81 -7.642 10.085 -1.706  0.18
H82 -10.314 10.741 -1.040  0.45
H83 -10.537 9.141 -1.292  0.39
H84 -11.023 10.861 -4.564  0.29
H85 -11.527 11.254 -3.022  0.32
H86 -11.957 9.692 -3.534  0.31
H87 -8.956 9.830 0.834  0.27
H88 -7.386 9.863 0.650  0.31
C33 4.238 8.557 1.023  -1.46
C34 3.194 8.404 2.095  0.81
C35 1.859 8.778 1.606  -0.80
O9 1.647 10.123 1.612  -0.35
C36 0.903 10.646 2.729  -0.71
N9 3.013 7.006 2.442  -0.71
H89 4.263 9.608 0.734  0.34
H90 4.003 7.987 0.125  0.33
H91 5.222 8.183 1.309  0.37
H92 3.513 8.856 3.034  0.19
H93 1.065 8.294 2.174  0.42
H94 1.661 8.484 0.575  0.28
H95 1.055 11.725 2.712  0.26
H96 1.418 10.240 3.600  0.32
H97 -0.134 10.320 2.811  0.28
H98 2.821 6.304 1.742  0.22
H99 2.329 6.858 3.171  0.23
C37 9.827 -5.237 -3.880  -1.27
C38 11.065 -5.586 -4.805  0.45
C39 11.062 -7.082 -4.985  -0.80
O10 11.072 -7.674 -3.729  -0.31
C40 10.470 -8.932 -3.606  -0.74
N10 10.951 -4.800 -5.996  -0.69
H100 8.939 -5.708 -4.301  0.32
H101 9.721 -4.152 -3.876  0.34
H102 9.866 -5.780 -2.936  0.33
H103 11.929 -5.384 -4.171  0.20
H104 11.954 -7.448 -5.492  0.41
H105 10.247 -7.328 -5.665  0.43
H106 10.921 -9.667 -4.272  0.31
H107 9.388 -8.877 -3.727  0.31
H108 10.641 -9.247 -2.577  0.24
H109 11.553 -5.144 -6.730  0.22
H110 11.245 -3.840 -5.881  0.25
C41 -0.829 1.464 -0.578  -1.41
C42 -0.806 -0.103 -0.429  0.23
C43 0.331 -0.938 -0.962  -0.65
O11 1.530 -0.530 -0.254  -0.37
C44 2.705 -0.853 -0.894  -0.80
N11 -1.007 -0.294 0.970  -0.76
H111 -0.914 1.806 -1.610  0.36
H112 0.067 1.853 -0.095  0.26
H113 -1.658 1.902 -0.022  0.37
H114 -1.705 -0.371 -0.985  0.44
H115 0.475 -0.878 -2.041  0.44
H116 -0.107 -1.935 -0.910  0.36
H117 3.077 -0.050 -1.530  0.27
H118 2.585 -1.798 -1.423  0.36
H119 3.499 -0.935 -0.152  0.25
H120 -0.022 -0.178 1.164  0.38
H121 -1.232 -1.278 1.010  0.27

***

--- x ---
C44H121N11O11 | ωB97M-V/def2-TZVPD

Computed properties:
Gap between HOMO and LUMO (hartree): 0.33393
Multiplicity: 1
SMILES: COC[C@H](C)N.COC[C@H](C)N.COC[C@H](C)N.COC[C@H](C)N.COC[C@H](C)N.COC[C@H](C)N.COC[C@H](C)N.COC[C@H](C)N.COC[C@H](C)N.COC[C@H](C)N.COC[C@H](C)N

Each line ends with the Mulliken charge.
Geometry (Å):
C1 -12.021 12.172 -13.808  -0.41
C2 -12.298 11.001 -14.747  0.48
C3 -11.194 10.748 -15.832  -1.09
O1 -11.181 11.873 -16.831  0.07
C4 -10.208 11.653 -17.844  -0.77
N1 -12.460 9.837 -13.841  0.17
H1 -12.721 12.116 -12.974  0.28
H2 -11.921 13.166 -14.244  0.07
H3 -11.078 11.971 -13.300  -0.20
H4 -13.252 11.133 -15.258  -0.05
H5 -11.440 9.884 -16.450  0.37
H6 -10.200 10.571 -15.422  0.30
H7 -10.342 10.740 -18.425  0.40
H8 -9.194 11.662 -17.445  0.35
H9 -10.286 12.466 -18.566  0.01
H10 -13.183 10.052 -13.169  0.02
H11 -11.630 9.504 -13.370  -0.03
C5 -15.587 15.869 -12.711  -1.59
C6 -14.493 15.855 -13.760  1.06
C7 -14.848 14.797 -14.831  -0.83
O2 -13.778 14.862 -15.710  -0.05
C8 -13.685 13.804 -16.709  0.07
N2 -14.337 17.187 -14.419  -0.82
H12 -16.476 16.339 -13.133  0.42
H13 -15.323 16.555 -11.905  0.37
H14 -15.940 14.884 -12.404  0.21
H15 -13.556 15.605 -13.263  0.12
H16 -15.803 14.969 -15.328  0.37
H17 -14.877 13.817 -14.355  0.18
H18 -12.818 13.928 -17.359  -0.21
H19 -14.572 13.831 -17.343  0.43
H20 -13.681 12.860 -16.164  -0.21
H21 -13.562 17.650 -13.967  0.30
H22 -14.123 17.029 -15.393  0.29
C9 -19.374 8.745 -18.817  -1.32
C10 -18.650 10.043 -19.201  0.57
C11 -17.119 10.024 -19.404  -0.79
O3 -16.428 9.535 -18.276  -0.28
C12 -15.018 9.681 -18.411  -0.52
N3 -19.222 10.494 -20.513  -0.69
H23 -18.961 8.451 -17.853  0.29
H24 -19.214 7.951 -19.546  0.35
H25 -20.458 8.816 -18.733  0.40
H26 -18.777 10.821 -18.448  0.18
H27 -16.827 11.025 -19.721  0.32
H28 -16.915 9.434 -20.298  0.37
H29 -14.378 9.597 -17.532  0.00
H30 -14.760 10.685 -18.746  0.32
H31 -14.590 8.988 -19.136  0.33
H32 -18.856 11.372 -20.852  0.23
H33 -20.206 10.507 -20.287  0.25
C13 -9.100 9.911 -9.477  -1.13
C14 -8.178 9.690 -10.699  0.40
C15 -8.944 9.986 -12.054  -0.89
O4 -10.010 9.047 -12.214  0.15
C16 -9.613 7.741 -12.645  -0.82
N4 -7.044 10.583 -10.582  -0.75
H34 -9.482 10.932 -9.481  0.32
H35 -8.615 9.575 -8.561  0.41
H36 -9.905 9.187 -9.355  0.05
H37 -7.920 8.631 -10.719  0.27
H38 -8.249 9.991 -12.893  0.43
H39 -9.468 10.939 -12.122  0.18
H40 -10.537 7.163 -12.655  -0.09
H41 -8.882 7.098 -12.156  0.36
H42 -9.238 7.751 -13.669  0.37
H43 -7.429 11.508 -10.450  0.30
H44 -6.605 10.687 -11.486  0.31
C17 -8.164 12.555 -21.153  -1.25
C18 -7.380 13.809 -21.372  0.95
C19 -6.748 14.054 -22.728  -0.93
O5 -5.863 13.055 -23.118  -0.33
C20 -5.215 13.294 -24.384  -0.79
N5 -8.285 14.912 -20.945  -0.10
H45 -8.864 12.386 -21.971  0.36
H46 -8.608 12.631 -20.160  0.01
H47 -7.474 11.717 -21.254  0.44
H48 -6.538 13.736 -20.684  -0.01
H49 -6.240 15.017 -22.678  0.45
H50 -7.596 14.109 -23.411  0.33
H51 -5.892 13.140 -25.224  0.31
H52 -4.354 12.629 -24.448  0.27
H53 -4.765 14.272 -24.555  0.32
H54 -7.637 15.656 -21.159  0.35
H55 -8.266 15.067 -19.947  -0.33
C21 -11.398 16.049 -18.967  -0.73
C22 -11.078 17.255 -19.939  0.99
C23 -11.263 16.818 -21.403  -0.70
O6 -10.642 17.742 -22.344  -0.34
C24 -10.468 17.182 -23.613  -0.69
N6 -12.075 18.254 -19.542  -0.80
H56 -10.691 15.222 -19.032  0.25
H57 -12.375 15.596 -19.134  0.44
H58 -11.390 16.446 -17.952  -0.42
H59 -10.054 17.526 -19.680  0.07
H60 -12.347 16.787 -21.506  0.40
H61 -10.782 15.843 -21.482  0.26
H62 -11.369 17.229 -24.226  0.28
H63 -9.992 16.205 -23.535  0.25
H64 -9.699 17.786 -24.096  0.26
H65 -11.910 18.500 -18.577  0.09
H66 -11.944 19.081 -20.107  0.33
C25 -12.904 12.762 -7.863  -1.33
C26 -14.309 13.344 -8.108  0.59
C27 -15.189 12.427 -8.944  -1.00
O7 -14.692 12.204 -10.268  0.08
C28 -15.689 11.726 -11.195  -0.91
N7 -14.959 13.577 -6.839  -0.71
H67 -12.480 12.433 -8.812  0.23
H68 -12.839 11.788 -7.378  0.37
H69 -12.159 13.512 -7.600  0.39
H70 -14.207 14.248 -8.709  0.17
H71 -16.112 13.007 -8.936  0.34
H72 -15.347 11.441 -8.507  0.36
H73 -15.219 11.746 -12.178  0.18
H74 -16.465 12.483 -11.311  0.40
H75 -16.213 10.809 -10.924  0.33
H76 -14.416 14.180 -6.236  0.27
H77 -15.786 14.105 -7.077  0.26
C29 -7.334 14.399 -17.127  -1.01
C30 -6.315 15.489 -17.315  0.87
C31 -4.831 15.051 -17.252  -0.81
O8 -4.481 14.622 -15.999  -0.33
C32 -3.088 14.397 -15.821  -0.76
N8 -6.541 16.315 -18.451  -0.49
H78 -8.295 14.871 -17.327  -0.13
H79 -7.259 13.916 -16.152  0.54
H80 -7.322 13.583 -17.850  0.19
H81 -6.505 16.284 -16.594  0.29
H82 -4.295 15.989 -17.395  0.35
H83 -4.581 14.279 -17.980  0.36
H84 -2.927 14.285 -14.748  0.24
H85 -2.518 15.139 -16.380  0.31
H86 -2.808 13.448 -16.277  0.31
H87 -6.077 17.212 -18.426  0.30
H88 -7.536 16.487 -18.453  -0.21
C33 -10.916 16.613 -15.215  -0.53
C34 -10.420 18.014 -14.730  0.44
C35 -10.424 19.095 -15.852  -1.09
O9 -9.574 18.817 -17.032  -0.02
C36 -9.186 20.060 -17.652  -0.98
N9 -11.210 18.425 -13.642  -0.60
H89 -11.934 16.611 -15.602  -0.10
H90 -10.766 15.871 -14.430  0.45
H91 -10.301 16.129 -15.975  -0.07
H92 -9.401 17.968 -14.345  0.41
H93 -10.167 19.945 -15.220  0.33
H94 -11.468 19.076 -16.167  0.28
H95 -10.065 20.538 -18.086  0.34
H96 -8.482 19.888 -18.466  0.26
H97 -8.779 20.710 -16.877  0.37
H98 -11.094 17.691 -12.957  0.26
H99 -10.770 19.262 -13.289  0.26
C37 -12.129 3.419 -17.602  -1.33
C38 -13.188 4.566 -17.935  0.54
C39 -13.133 5.833 -17.085  -0.26
O10 -13.307 5.646 -15.759  -0.40
C40 -13.354 6.855 -15.008  -0.55
N10 -13.255 4.910 -19.331  -0.73
H100 -12.178 2.556 -18.266  0.38
H101 -12.169 3.009 -16.593  0.30
H102 -11.116 3.810 -17.696  0.33
H103 -14.176 4.186 -17.674  0.21
H104 -13.869 6.574 -17.398  0.03
H105 -12.119 6.226 -17.162  0.25
H106 -12.402 7.380 -14.928  0.30
H107 -13.761 6.893 -13.997  0.12
H108 -14.116 7.514 -15.425  0.25
H109 -14.033 5.499 -19.594  0.23
H110 -13.423 4.034 -19.803  0.26
C41 -11.478 4.969 -11.546  -1.19
C42 -12.620 5.605 -10.737  0.64
C43 -12.765 7.167 -10.826  0.44
O11 -13.703 7.624 -9.888  -0.54
C44 -13.573 9.048 -9.826  0.07
N11 -13.882 5.064 -11.215  -0.66
H111 -10.464 5.198 -11.218  0.23
H112 -11.657 5.324 -12.561  0.11
H113 -11.453 3.879 -11.535  0.45
H114 -12.555 5.276 -9.700  0.30
H115 -13.075 7.433 -11.836  -0.10
H116 -11.818 7.685 -10.674  -0.32
H117 -12.560 9.433 -9.706  0.03
H118 -14.289 9.493 -9.135  0.10
H119 -13.989 9.454 -10.748  0.02
H120 -14.623 5.669 -10.890  0.24
H121 -13.926 4.131 -10.831  0.24

***

Which of them is the least stable? Correct choice: w.

***

--- w ---
C5H8NO2 | ωB97M-V/def2-TZVPD

Computed properties:
Gap between HOMO and LUMO (alpha / beta) (hartree): 0.36389 / 0.27670
Multiplicity: 2

Each line ends with the Mulliken spin population.
Geometry (Å):
N1 -0.110 -0.976 0.672  0.27
C1 -0.936 -1.280 -0.462  0.01
C2 -1.040 0.074 -1.151  0.01
C3 0.225 0.814 -0.717  -0.02
C4 0.814 0.023 0.454  0.23
C5 1.171 1.024 1.796  0.01
O1 1.211 0.370 2.817  0.22
O2 1.378 2.160 1.429  0.23
H1 0.109 -1.717 1.321  -0.01
H2 -0.448 -1.953 -1.164  0.01
H3 -1.928 -1.659 -0.223  0.00
H4 -1.922 0.598 -0.762  0.00
H5 -1.280 0.041 -2.198  0.00
H6 0.038 1.849 -0.459  0.01
H7 0.902 0.974 -1.568  0.01
H8 1.817 -0.341 0.216  0.02

***

--- x ---
C5H8NO2 | ωB97M-V/def2-TZVPD

Computed properties:
Gap between HOMO and LUMO (alpha / beta) (hartree): 0.39915 / 0.25044
Multiplicity: 2

Each line ends with the Mulliken spin population.
Geometry (Å):
C1 0.145 -0.599 0.375  -0.02
C2 -0.156 0.521 -0.577  0.00
C3 0.979 1.497 -0.461  0.00
C4 0.795 2.642 -1.131  0.00
N1 -0.747 -1.694 0.288  0.34
C5 -0.925 -2.621 1.342  -0.05
O1 -0.039 -2.749 2.182  0.07
O2 -2.094 -3.067 1.336  0.62
H1 1.262 -0.819 0.343  0.03
H2 0.058 -0.242 1.503  0.03
H3 -1.161 0.921 -0.273  0.00
H4 -0.216 0.265 -1.658  0.00
H5 1.852 1.337 0.185  0.00
H6 1.570 3.371 -1.140  0.00
H7 -0.015 2.948 -1.775  0.00
H8 -1.308 -1.709 -0.540  -0.02

***

--- y ---
C5H8NO2 | ωB97M-V/def2-TZVPD

Computed properties:
Gap between HOMO and LUMO (alpha / beta) (hartree): 0.33199 / 0.20304
Multiplicity: 2

Each line ends with the Mulliken spin population.
Geometry (Å):
C1 0.555 0.681 -0.162  -0.01
C2 -0.766 0.001 -0.781  0.02
C3 -1.630 -0.495 0.207  0.00
C4 -3.039 -0.431 0.216  0.00
N1 1.691 -0.263 -0.431  0.29
C5 2.996 0.089 0.265  -0.05
O1 3.248 1.275 0.359  0.02
O2 3.585 -0.930 0.713  0.73
H1 0.841 1.672 -0.579  0.00
H2 0.243 0.797 0.904  0.01
H3 -0.220 -0.728 -1.391  0.00
H4 -1.181 0.754 -1.444  0.00
H5 -1.278 -1.148 0.994  0.00
H6 -3.321 -1.224 0.917  0.00
H7 -3.062 1.136 0.334  0.00
H8 1.338 -1.189 -0.120  -0.01

***

Which of them is the least stable? Correct choice: y.